ORCA calculation (the ωB97M-V functional and the def2-TZVPD basis) on a structure of composition C32H27F12N3O3ReSSe.

The orbital gap is 0.231 hartree. Its electronic energy is -155152.2005 eV. For the max |F|, the calculation gives 0.0090 Eh/bohr.

ORCA input file:
```
! RIJCOSX wB97M-V def2-TZVPD def2/J DEFGRID3
* xyz 1 1
Re -2.531 1.198 0.685
C -0.594 -1.952 -5.375
C -0.913 -1.621 -3.944
C -0.060 -1.972 -2.903
C -0.365 -1.655 -1.595
C -1.534 -0.971 -1.250
N -1.810 -0.663 0.122
C -1.571 -1.734 1.037
C -1.762 -3.051 0.589
C -1.503 -4.147 1.381
C -1.037 -3.998 2.685
C -0.750 -5.188 3.560
C -0.927 -2.708 3.163
C -1.216 -1.582 2.384
C -1.338 -0.259 3.109
O -1.713 0.769 2.259
C -2.527 -0.336 4.127
F -2.768 0.865 4.652
F -2.296 -1.198 5.117
F -3.621 -0.732 3.473
C -0.018 0.224 3.836
F 0.999 -0.635 3.642
F -0.177 0.351 5.151
F 0.379 1.407 3.356
C -2.377 -0.587 -2.297
C -2.065 -0.927 -3.611
C -3.632 0.198 -1.989
O -3.388 1.060 -0.917
C -4.805 -0.752 -1.615
F -5.045 -1.597 -2.619
F -4.489 -1.472 -0.534
F -5.920 -0.075 -1.347
C -4.062 1.175 -3.127
F -4.593 0.539 -4.174
F -4.956 2.051 -2.677
F -2.994 1.865 -3.550
H 0.080 -2.804 -5.442
H -0.111 -1.106 -5.869
H -1.498 -2.185 -5.936
H 0.851 -2.519 -3.116
H 0.299 -1.988 -0.810
H -2.130 -3.207 -0.415
H -1.672 -5.138 0.977
H -0.333 -6.011 2.981
H -1.666 -5.549 4.031
H -0.048 -4.935 4.354
H -0.633 -2.568 4.195
H -2.740 -0.650 -4.409
C 4.308 -1.920 0.838
C 3.728 -0.884 1.788
N 3.837 0.484 1.266
C 5.137 1.183 1.327
C 5.850 1.233 -0.014
C 2.809 1.052 0.698
S 1.266 0.275 0.515
N 2.817 2.296 0.184
C 1.638 2.583 -0.303
O 0.686 1.650 -0.208
C 1.258 3.831 -0.931
C 2.195 4.864 -1.001
C 1.839 6.060 -1.594
C 0.558 6.223 -2.111
C -0.372 5.193 -2.045
C -0.026 3.992 -1.456
H 4.171 -2.915 1.259
H 5.375 -1.764 0.686
H 3.810 -1.885 -0.132
H 4.235 -0.903 2.753
H 2.674 -1.089 1.996
H 5.729 0.641 2.063
H 4.956 2.186 1.711
H 6.100 0.235 -0.372
H 6.776 1.797 0.095
H 5.238 1.733 -0.763
H 3.184 4.720 -0.589
H 2.556 6.867 -1.653
H 0.284 7.164 -2.571
H -1.365 5.326 -2.451
H -0.741 3.181 -1.404
Se -2.930 3.364 1.073
*
```

Charges per atom according to Mulliken partitioning, unit e:
1. Re 1.316
2. C -1.782
3. C 0.513
4. C -1.170
5. C 0.403
6. C -0.042
7. N 0.276
8. C 0.524
9. C -0.602
10. C -1.030
11. C -0.037
12. C -1.643
13. C -0.582
14. C -0.576
15. C 1.260
16. O -0.496
17. C 0.771
18. F -0.257
19. F -0.236
20. F -0.189
21. C 0.627
22. F -0.248
23. F -0.317
24. F -0.252
25. C -1.034
26. C -0.860
27. C 1.451
28. O -0.554
29. C 0.478
30. F -0.267
31. F -0.150
32. F -0.251
33. C 0.508
34. F -0.239
35. F -0.235
36. F -0.221
37. H 0.411
38. H 0.298
39. H 0.407
40. H 0.441
41. H 0.734
42. H 0.531
43. H 0.447
44. H 0.414
45. H 0.302
46. H 0.414
47. H 0.548
48. H 0.628
49. C -1.152
50. C -0.110
51. N 0.255
52. C -0.676
53. C -1.001
54. C 0.478
55. S 0.082
56. N -0.477
57. C 0.516
58. O 0.042
59. C 0.233
60. C -0.520
61. C -0.698
62. C -0.417
63. C -0.917
64. C -0.021
65. H 0.443
66. H 0.358
67. H 0.264
68. H 0.405
69. H -0.248
70. H 0.408
71. H 0.414
72. H 0.282
73. H 0.380
74. H 0.307
75. H 0.482
76. H 0.427
77. H 0.413
78. H 0.478
79. H 0.383
80. Se -0.242

ORCA calculation (the ωB97M-V functional and the def2-TZVPD basis) on a structure of composition C32H27F4N11Ru.

The orbital gap (alpha / beta) is 0.185 / 0.184 hartree. Its electronic energy is -63418.3605 eV. For the max |F|, the calculation gives 0.0110 Eh/bohr.

ORCA input file:
```
! RIJCOSX wB97M-V def2-TZVPD def2/J DEFGRID3
* xyz 4 1
Ru -0.326 0.602 -0.719
N 4.228 2.330 1.204
C 3.628 2.352 -0.064
N 2.020 2.165 0.139
C 2.881 -0.310 1.577
N 1.815 -0.606 1.243
N 0.588 -0.736 0.714
C -0.123 -1.750 1.095
C -1.390 -1.938 0.433
C -2.205 -2.996 0.783
C -3.407 -3.176 0.098
C -3.725 -2.279 -0.899
C -2.850 -1.228 -1.187
N -1.700 -1.042 -0.550
C 4.175 -0.039 2.020
C 4.817 -1.102 2.711
C 6.058 -0.904 3.261
C 6.670 0.342 3.127
C 6.062 1.381 2.431
C 4.814 1.222 1.856
H 4.600 3.215 1.518
H 3.708 3.358 -0.472
H 0.222 -2.449 1.850
H -1.914 -3.663 1.583
H -4.066 -3.997 0.346
H -4.642 -2.370 -1.467
H -3.105 -0.523 -1.963
H 4.319 -2.059 2.804
H 6.552 -1.706 3.791
H 7.650 0.506 3.557
H 6.581 2.326 2.325
C -0.397 0.365 -3.082
N -0.865 1.605 -2.464
C -2.219 2.045 -2.886
C 0.105 2.719 -2.680
C 1.481 2.306 -2.173
N 1.223 1.834 -0.782
C 1.465 2.400 1.488
C 4.176 1.299 -1.019
H 0.260 0.513 -3.942
H -1.221 -0.288 -3.349
H 0.277 -0.239 -2.358
H -2.211 2.321 -3.942
H -2.505 2.905 -2.286
H -2.937 1.248 -2.733
H -0.268 3.587 -2.139
H 0.162 2.971 -3.743
H 2.177 3.142 -2.190
H 1.889 1.499 -2.776
H 2.283 2.544 2.182
H 0.820 1.591 1.811
H 0.866 3.308 1.422
H 5.061 1.720 -1.496
H 3.500 0.997 -1.808
H 4.492 0.405 -0.488
F -3.513 3.677 1.552
C -4.246 3.346 2.624
C -5.185 4.203 3.090
F -5.356 5.345 2.478
C -5.993 3.877 4.245
C -5.722 2.589 4.847
C -4.775 1.749 4.355
F -4.564 0.580 4.941
C -3.990 2.085 3.222
C -3.007 1.219 2.717
C -2.171 1.455 1.619
N -1.302 1.358 0.855
C -2.667 -0.079 3.219
N -2.231 -1.124 3.424
F -6.406 2.219 5.893
C -6.954 4.731 4.736
C -7.236 6.003 4.155
N -7.510 7.028 3.711
C -7.767 4.433 5.867
N -8.470 4.230 6.756
*
```

Charges per atom according to Mulliken partitioning, unit e:
1. Ru 0.082
2. N -0.146
3. C -0.537
4. N -0.321
5. C 1.706
6. N -0.405
7. N 0.332
8. C -0.260
9. C 0.468
10. C -0.782
11. C -0.564
12. C -1.080
13. C 0.136
14. N 0.328
15. C 0.126
16. C -1.326
17. C -0.853
18. C -0.569
19. C -0.674
20. C 0.727
21. H 0.309
22. H 0.649
23. H 0.484
24. H 0.507
25. H 0.509
26. H 0.497
27. H 0.247
28. H 0.510
29. H 0.485
30. H 0.453
31. H 0.498
32. C -0.679
33. N 0.149
34. C -0.836
35. C -1.187
36. C -0.782
37. N 1.157
38. C -0.952
39. C -0.837
40. H 0.391
41. H 0.435
42. H 0.395
43. H 0.332
44. H 0.366
45. H 0.314
46. H 0.431
47. H 0.441
48. H 0.453
49. H 0.450
50. H 0.318
51. H 0.322
52. H 0.468
53. H 0.405
54. H 0.151
55. H 0.413
56. F -0.248
57. C 0.350
58. C 0.009
59. F -0.251
60. C 0.005
61. C 0.379
62. C 0.066
63. F -0.277
64. C 0.672
65. C -0.069
66. C 0.961
67. N -0.487
68. C -0.409
69. N -0.550
70. F -0.229
71. C 1.505
72. C -0.241
73. N -0.292
74. C -0.276
75. N -0.274

ORCA calculation (the ωB97M-V functional and the def2-TZVPD basis) on a structure of composition C32H27GeI2N2OW.

The orbital gap (alpha / beta) is 0.256 / 0.256 hartree. Its electronic energy is -113186.0771 eV. For the max |F|, the calculation gives 0.0030 Eh/bohr.

ORCA input file:
```
! RIJCOSX wB97M-V def2-TZVPD def2/J DEFGRID3
* xyz 1 1
W 0.536 -2.091 -0.852
I -0.020 -1.324 6.477
C 0.414 -1.966 4.545
C 1.728 -2.188 4.166
C 2.016 -2.578 2.863
I 3.976 -2.951 2.293
C 0.987 -2.725 1.942
O 1.243 -3.056 0.648
C -0.341 -2.524 2.334
C -1.446 -2.692 1.330
N -1.308 -1.711 0.207
C -2.483 -1.688 -0.685
C -2.301 -2.677 -1.795
C -3.361 -3.257 -2.464
C -3.100 -4.118 -3.518
C -1.785 -4.376 -3.872
C -0.777 -3.761 -3.161
N -1.021 -2.927 -2.135
C -0.618 -2.146 3.637
H 2.534 -2.058 4.875
H -2.409 -2.530 1.818
H -1.446 -3.696 0.896
H -1.216 -0.781 0.622
H -2.532 -0.687 -1.121
H -3.410 -1.863 -0.135
H -4.375 -3.036 -2.160
H -3.914 -4.585 -4.056
H -1.538 -5.040 -4.687
H 0.266 -3.918 -3.399
H -1.644 -1.978 3.938
C 0.794 -0.325 -1.268
Ge 0.860 1.513 -0.637
C 2.554 1.824 0.246
C 3.111 3.102 0.241
C 4.293 3.359 0.922
C 4.928 2.339 1.618
C 4.384 1.062 1.627
C 3.205 0.808 0.942
C -0.580 1.484 0.692
C -0.304 1.203 2.032
C -1.332 1.066 2.958
C -2.654 1.202 2.553
C -2.945 1.488 1.224
C -1.915 1.630 0.303
C 0.439 2.775 -2.044
C -0.224 3.965 -1.741
C -0.504 4.890 -2.738
C -0.123 4.635 -4.047
C 0.540 3.456 -4.360
C 0.819 2.533 -3.362
H 0.776 -0.710 -2.350
H 2.627 3.905 -0.305
H 4.719 4.353 0.908
H 5.850 2.538 2.148
H 4.880 0.262 2.161
H 2.798 -0.200 0.948
H 0.724 1.094 2.362
H -1.101 0.860 3.996
H -3.454 1.105 3.276
H -3.974 1.619 0.911
H -2.151 1.874 -0.728
H -0.528 4.176 -0.722
H -1.017 5.811 -2.492
H -0.339 5.356 -4.825
H 0.843 3.258 -5.380
H 1.345 1.620 -3.619
*
```

Charges per atom according to Mulliken partitioning, unit e:
1. W 1.096
2. I 0.141
3. C -0.512
4. C -0.227
5. C -0.360
6. I 0.128
7. C 0.745
8. O -0.910
9. C 0.655
10. C -0.877
11. N 0.588
12. C -0.659
13. C 0.766
14. C -0.971
15. C -0.249
16. C -0.806
17. C -0.051
18. N -0.286
19. C -0.681
20. H 0.381
21. H 0.478
22. H 0.321
23. H -0.870
24. H 0.303
25. H 0.429
26. H 0.483
27. H 0.440
28. H 0.418
29. H 0.465
30. H 0.450
31. C -0.652
32. Ge 2.278
33. C 0.083
34. C -0.687
35. C -0.686
36. C -0.545
37. C -0.475
38. C 0.489
39. C -0.688
40. C 0.003
41. C -0.601
42. C -0.641
43. C -0.650
44. C -0.206
45. C 0.158
46. C -0.155
47. C -0.709
48. C -0.438
49. C -0.684
50. C -0.545
51. H 0.106
52. H 0.359
53. H 0.405
54. H 0.385
55. H 0.272
56. H -0.307
57. H 0.412
58. H 0.476
59. H 0.437
60. H 0.470
61. H 0.618
62. H 0.398
63. H 0.405
64. H 0.396
65. H 0.401
66. H 0.291